This record from the OMol25 dataset describes one molecule with the formula CBrClN4. The level of theory is the ωB97M-V functional and the def2-TZVPD basis.

Properties
Frontier orbital gap, eV: 8.3

The geometry in ORCA input format:
```
! RIJCOSX wB97M-V def2-TZVPD def2/J DEFGRID3
* xyz 0 1
C -0.8342 -0.0291 -0.0804
N 1.1701 -0.0299 1.0805
N -0.1432 -0.2656 -1.1118
N 1.6242 -0.1685 0.0213
N 1.1663 -0.3500 -1.1518
Cl -2.4506 -0.5660 -0.0117
Br -0.5326 1.4091 1.2540
*
```

***

This record from the OMol25 dataset describes one molecule with the formula CCl2FNOS. The level of theory is the ωB97M-V functional and the def2-TZVPD basis.

Properties
Frontier orbital gap, eV: 9.3

The geometry in ORCA input format:
```
! RIJCOSX wB97M-V def2-TZVPD def2/J DEFGRID3
* xyz 0 1
C -0.3982 -0.6335 0.1840
N 0.0422 -0.0263 -0.8937
O -1.0336 -1.6286 0.2888
F -0.1719 0.1350 1.3467
S 0.7231 1.4017 -1.2004
Cl 2.7394 0.9398 -0.8622
Cl 0.5407 2.8412 0.2914
*
```

***

This record from the OMol25 dataset describes a 2-piece molecular cluster, CCl2FO3S overall. The level of theory is the ωB97M-V functional and the def2-TZVPD basis.

Properties
Frontier orbital gap (alpha / beta), eV: 7.5 / 7.2

The geometry in ORCA input format:
```
! RIJCOSX wB97M-V def2-TZVPD def2/J DEFGRID3
* xyz -1 1
C 1.4046 -0.1408 0.1636
O -2.3192 0.1301 1.0531
O -2.6887 0.5057 -1.3410
O -0.4353 -0.4693 -0.4920
F 1.4950 -0.6183 1.3864
S -1.9967 -0.3109 -0.3002
Cl 2.7675 -0.7712 -0.7557
Cl 1.7729 1.6748 0.2859
*
```

***

This record from the OMol25 dataset describes a 2-piece molecular cluster, CCl2N2 overall. The level of theory is the ωB97M-V functional and the def2-TZVPD basis.

Properties
Frontier orbital gap (alpha / beta), eV: 8.7 / 8.7

The geometry in ORCA input format:
```
! RIJCOSX wB97M-V def2-TZVPD def2/J DEFGRID3
* xyz 0 1
C -1.6107 0.5086 0.3447
N -2.1261 -0.1643 1.1305
N 1.6438 -0.4989 -0.5213
Cl -0.8857 1.4421 -0.7054
Cl 2.9787 -1.2874 -0.2486
*
```

***

This record from the OMol25 dataset describes CCl3FO2S as an isolated structure. The level of theory is the ωB97M-V functional and the def2-TZVPD basis.

Properties
Frontier orbital gap (alpha / beta), eV: 5.5 / 5.5

The geometry in ORCA input format:
```
! RIJCOSX wB97M-V def2-TZVPD def2/J DEFGRID3
* xyz 0 1
C 0.5113 -1.4043 0.1704
O 0.7164 1.1342 -0.2234
O -2.0665 2.9025 0.0638
F 1.1055 -2.6075 0.1649
S 1.3196 -0.0745 -0.8856
Cl 0.4763 -0.8669 1.9588
Cl -1.1053 -1.5676 -0.3571
Cl -0.9573 2.4839 -0.8918
*
```

***

This record from the OMol25 dataset describes a 2-piece molecular cluster, CCl6P overall. The level of theory is the ωB97M-V functional and the def2-TZVPD basis.

Properties
Frontier orbital gap (alpha / beta), eV: 6.0 / 6.0

The geometry in ORCA input format:
```
! RIJCOSX wB97M-V def2-TZVPD def2/J DEFGRID3
* xyz 1 1
C 0.2664 1.3985 1.4159
P -0.4868 -1.5867 -1.3920
Cl 0.6644 -0.0761 0.8041
Cl 0.9350 2.8361 0.8072
Cl -0.7833 1.4467 2.6760
Cl 0.1584 -3.2021 -0.4144
Cl -2.1925 -2.1683 -2.1780
Cl 0.5621 -1.8192 -3.0162
*
```

***

This record from the OMol25 dataset describes a 2-piece molecular cluster, CClF2NO2 overall. The level of theory is the ωB97M-V functional and the def2-TZVPD basis.

Properties
Frontier orbital gap (alpha / beta), eV: 9.7 / 8.2

The geometry in ORCA input format:
```
! RIJCOSX wB97M-V def2-TZVPD def2/J DEFGRID3
* xyz 0 1
C 0.2673 1.5791 -0.4610
N -0.0528 -2.2963 0.7284
O -1.0183 -2.9640 0.6346
O 0.2976 -1.1743 0.4842
F -0.7285 2.1869 0.1818
F 0.1006 1.8026 -1.7781
Cl 1.8666 2.0197 0.1087
*
```

***

This record from the OMol25 dataset describes an isolated ion of composition CClF2O3S and charge -1. The level of theory is the ωB97M-V functional and the def2-TZVPD basis.

Properties
Frontier orbital gap, eV: 9.1

The geometry in ORCA input format:
```
! RIJCOSX wB97M-V def2-TZVPD def2/J DEFGRID3
* xyz -1 1
C 1.0928 0.0955 -0.3505
O -1.9231 1.0785 0.6322
O -2.3643 -1.2615 0.9559
O 0.1953 -0.7360 0.0689
F 1.2921 0.1293 -1.6925
F 0.8523 1.3730 0.0829
S -1.8663 -0.2584 0.0663
Cl 2.7212 -0.4204 0.2369
*
```

***

This record from the OMol25 dataset describes one molecule with the formula CClN3O2. The level of theory is the ωB97M-V functional and the def2-TZVPD basis.

Properties
SMILES string: O=[N+]([O-])N=C=NCl
Frontier orbital gap, eV: 9.4

The geometry in ORCA input format:
```
! RIJCOSX wB97M-V def2-TZVPD def2/J DEFGRID3
* xyz 0 1
C -0.8839 -0.2439 -0.0886
N 0.2855 0.0505 -0.1032
N -2.0698 -0.6189 0.0433
N 1.7383 0.1826 0.0251
O 2.1836 1.3155 0.0244
O 2.3260 -0.8459 0.1621
Cl -3.5796 0.1601 -0.0631
*
```

***

This record from the OMol25 dataset describes a 2-piece molecular cluster, CClNS2 overall. The level of theory is the ωB97M-V functional and the def2-TZVPD basis.

Properties
Frontier orbital gap (alpha / beta), eV: 6.8 / 7.5

The geometry in ORCA input format:
```
! RIJCOSX wB97M-V def2-TZVPD def2/J DEFGRID3
* xyz 0 1
C 1.9997 0.0264 -0.2334
N 3.1339 -0.0896 -0.0693
S -0.3937 -0.7117 0.6035
S -1.7828 -0.3142 -0.6138
Cl -2.9570 1.0891 0.3130
*
```

***

This record from the OMol25 dataset describes CCrF3MgNO3S3 as an isolated structure. The level of theory is the ωB97M-V functional and the def2-TZVPD basis.

Properties
Frontier orbital gap (alpha / beta), eV: 5.0 / 5.5

The geometry in ORCA input format:
```
! RIJCOSX wB97M-V def2-TZVPD def2/J DEFGRID3
* xyz 0 5
Mg -1.4516 1.0160 0.8910
N 0.7746 -1.3301 0.5820
S 0.4646 -1.0127 2.2602
O -1.1408 -0.6159 2.0589
S 1.1610 0.0028 -0.2675
O 0.5194 1.2363 0.3677
O 0.5722 -0.0736 -2.0584
C 2.9748 0.3317 0.0248
F 3.2455 0.4843 1.3067
F 3.6597 -0.6913 -0.4577
F 3.3035 1.4326 -0.6322
Cr -1.3353 -1.7751 0.4089
S -2.0983 -0.1034 -1.6601
*
```

***

This record from the OMol25 dataset describes CCsF3O3S as an isolated structure. The level of theory is the ωB97M-V functional and the def2-TZVPD basis.

Properties
Frontier orbital gap, eV: 7.8

The geometry in ORCA input format:
```
! RIJCOSX wB97M-V def2-TZVPD def2/J DEFGRID3
* xyz 0 1
Cs -1.5383 -4.8679 4.0220
C -0.6512 -7.1262 7.9205
F -0.8186 -8.1384 7.0751
F -0.2198 -7.5457 9.1423
F 0.3064 -6.3620 7.4358
S -2.4240 -6.2456 8.0145
O -3.3930 -7.3564 7.8394
O -2.4474 -5.6507 9.3111
O -2.3886 -5.3225 6.8105
*
```